Entry 1:
{"formula": "C52H144AsF6N10O10", "method": "ωB97M-V/def2-TZVPD", "species": ["C", "C", "N", "C", "C", "C", "C", "C", "O", "C", "H", "H", "H", "H", "H", "H", "H", "H", "H", "H", "H", "H", "H", "H", "H", "H", "H", "H", "H", "H", "C", "C", "N", "C", "C", "C", "C", "C", "O", "C", "H", "H", "H", "H", "H", "H", "H", "H", "H", "H", "H", "H", "H", "H", "H", "H", "H", "H", "H", "H", "C", "C", "N", "C", "C", "C", "C", "C", "O", "C", "H", "H", "H", "H", "H", "H", "H", "H", "H", "H", "H", "H", "H", "H", "H", "H", "H", "H", "H", "H", "C", "C", "C", "O", "C", "N", "H", "H", "H", "H", "H", "H", "H", "H", "H", "H", "H", "H", "C", "C", "C", "O", "C", "N", "H", "H", "H", "H", "H", "H", "H", "H", "H", "H", "H", "H", "C", "C", "C", "O", "C", "N", "H", "H", "H", "H", "H", "H", "H", "H", "H", "H", "H", "H", "C", "C", "C", "O", "C", "N", "H", "H", "H", "H", "H", "H", "H", "H", "H", "H", "H", "H", "C", "C", "C", "O", "C", "N", "H", "H", "H", "H", "H", "H", "H", "H", "H", "H", "H", "H", "C", "C", "C", "O", "C", "N", "H", "H", "H", "H", "H", "H", "H", "H", "H", "H", "H", "H", "C", "C", "C", "O", "C", "N", "H", "H", "H", "H", "H", "H", "H", "H", "H", "H", "H", "H", "As", "F", "F", "F", "F", "F", "F"], "coordinates": [[0.65, 3.73, -3.38], [-0.05, 3.70, -4.75], [1.02, 3.61, -5.96], [0.18, 3.52, -7.27], [1.83, 4.96, -6.00], [2.53, 5.30, -7.31], [2.06, 2.52, -5.82], [1.56, 1.10, -5.48], [0.46, 0.61, -6.23], [-0.14, -0.41, -5.44], [1.47, 3.03, -3.25], [-0.03, 3.53, -2.55], [1.17, 4.68, -3.28], [-0.60, 4.62, -4.97], [-0.67, 2.81, -4.85], [-0.47, 4.38, -7.42], [-0.41, 2.61, -7.20], [0.74, 3.40, -8.20], [2.43, 5.04, -5.09], [1.10, 5.73, -5.71], [1.85, 5.65, -8.09], [3.13, 4.44, -7.62], [3.15, 6.18, -7.21], [2.80, 2.85, -5.09], [2.48, 2.44, -6.83], [1.45, 1.09, -4.40], [2.42, 0.45, -5.56], [-1.06, -0.81, -5.89], [-0.35, -0.15, -4.41], [0.57, -1.23, -5.34], [4.41, 0.81, 3.56], [4.13, 0.79, 2.09], [5.35, 0.18, 1.28], [5.72, -1.23, 1.93], [4.94, 0.03, -0.25], [4.72, 1.46, -0.98], [6.50, 1.26, 1.50], [7.77, 0.96, 0.70], [8.32, -0.22, 1.22], [9.33, -0.72, 0.46], [4.59, -0.15, 4.05], [3.47, 1.11, 4.02], [5.13, 1.56, 3.90], [3.96, 1.82, 1.76], [3.34, 0.07, 1.86], [4.77, -1.76, 1.89], [6.03, -1.02, 2.95], [6.49, -1.64, 1.27], [3.99, -0.49, -0.16], [5.58, -0.65, -0.80], [5.63, 1.91, -1.38], [4.16, 2.18, -0.39], [4.28, 1.43, -1.98], [6.75, 1.24, 2.56], [6.00, 2.21, 1.30], [8.36, 1.87, 0.79], [7.56, 0.90, -0.37], [9.99, -0.01, -0.03], [8.97, -1.30, -0.39], [9.98, -1.47, 0.91], [-0.45, -0.07, 9.03], [0.42, -1.05, 8.29], [-0.29, -2.40, 7.90], [0.88, -3.17, 7.26], [-0.59, -3.11, 9.19], [-1.26, -4.55, 9.07], [-1.43, -2.10, 6.86], [-1.14, -1.12, 5.68], [0.01, -1.42, 4.96], [0.43, -0.42, 4.04], [-1.25, 0.22, 8.35], [-0.14, 0.96, 9.20], [-0.90, -0.36, 9.98], [1.23, -1.26, 8.99], [0.70, -0.60, 7.34], [1.66, -3.37, 8.01], [1.38, -2.50, 6.56], [0.55, -4.11, 6.83], [-1.20, -2.45, 9.79], [0.34, -3.30, 9.73], [-0.61, -5.27, 8.58], [-2.16, -4.52, 8.46], [-1.55, -4.97, 10.04], [-2.24, -1.86, 7.54], [-1.76, -3.01, 6.37], [-1.07, -0.06, 5.93], [-2.00, -1.27, 5.03], [1.44, -0.41, 3.65], [0.27, 0.64, 4.24], [-0.13, -0.62, 3.13], [-4.14, 1.21, -1.82], [-4.30, 2.70, -1.53], [-3.07, 3.62, -1.43], [-3.53, 4.91, -1.05], [-2.70, 6.03, -1.27], [-5.10, 3.33, -2.62], [-6.06, 3.02, -2.59], [-5.18, 4.33, -2.47], [-4.88, 3.20, -3.59], [-3.45, 0.82, -1.08], [-3.84, 1.09, -2.86], [-5.09, 0.68, -1.74], [-4.91, 2.83, -0.63], [-2.42, 3.54, -2.31], [-2.48, 3.36, -0.56], [-2.22, 5.90, -2.24], [-1.88, 6.15, -0.56], [-3.24, 6.97, -1.26], [-3.97, 5.24, 4.63], [-3.72, 5.74, 3.21], [-2.35, 5.32, 2.66], [-2.43, 4.03, 2.07], [-2.12, 2.80, 2.77], [-4.81, 5.32, 2.27], [-4.82, 5.89, 1.44], [-4.77, 4.32, 2.08], [-5.69, 5.59, 2.69], [-3.24, 5.55, 5.38], [-4.16, 4.18, 4.78], [-4.92, 5.64, 5.00], [-3.72, 6.83, 3.29], [-1.58, 5.27, 3.43], [-1.94, 6.05, 1.97], [-2.81, 2.61, 3.60], [-1.09, 2.81, 3.13], [-2.24, 1.97, 2.08], [1.04, 7.94, -0.44], [1.92, 7.17, 0.54], [1.35, 5.91, 1.07], [1.27, 4.98, -0.01], [0.66, 3.70, 0.30], [3.31, 6.94, -0.10], [4.10, 6.80, 0.51], [3.26, 6.17, -0.75], [3.57, 7.64, -0.78], [-0.03, 7.84, -0.25], [1.17, 7.61, -1.47], [1.08, 9.03, -0.42], [2.19, 7.80, 1.38], [0.34, 6.18, 1.36], [1.69, 5.42, 1.98], [-0.24, 3.72, 0.91], [1.40, 3.07, 0.80], [0.37, 3.09, -0.56], [5.20, -2.88, -3.44], [3.81, -3.54, -3.42], [2.87, -3.09, -4.53], [3.32, -3.63, -5.86], [2.56, -3.09, -6.92], [3.97, -5.03, -3.50], [4.63, -5.46, -2.86], [3.12, -5.52, -3.26], [4.27, -5.32, -4.43], [5.09, -1.80, -3.43], [5.65, -3.14, -4.40], [5.97, -3.12, -2.71], [3.33, -3.25, -2.48], [2.80, -2.00, -4.56], [1.86, -3.49, -4.46], [2.53, -2.01, -7.04], [1.51, -3.34, -6.77], [2.90, -3.49, -7.87], [-4.21, -6.93, -3.91], [-3.01, -6.44, -3.01], [-2.97, -4.91, -2.62], [-1.70, -4.55, -2.13], [-0.72, -4.15, -3.06], [-2.90, -7.31, -1.82], [-3.79, -7.33, -1.35], [-2.52, -8.23, -1.99], [-2.24, -6.97, -1.14], [-5.21, -6.82, -3.50], [-4.09, -7.97, -4.20], [-4.18, -6.37, -4.85], [-2.06, -6.63, -3.50], [-3.64, -4.72, -1.78], [-3.24, -4.28, -3.47], [-0.36, -4.97, -3.67], [0.21, -3.72, -2.67], [-1.24, -3.43, -3.69], [1.35, -3.93, 2.64], [0.04, -4.57, 2.13], [-1.16, -3.90, 2.60], [-2.27, -4.67, 2.10], [-3.46, -4.50, 2.86], [0.17, -4.85, 0.61], [1.09, -5.18, 0.35], [-0.50, -5.55, 0.34], [-0.13, -4.03, 0.11], [1.27, -3.71, 3.70], [1.55, -2.98, 2.15], [2.17, -4.64, 2.50], [-0.08, -5.62, 2.41], [-1.05, -2.90, 2.18], [-1.12, -3.89, 3.69], [-4.31, -5.14, 2.65], [-3.82, -3.48, 2.74], [-3.22, -4.57, 3.93], [-6.70, -3.50, -2.33], [-6.85, -3.40, -0.75], [-5.50, -3.32, -0.05], [-4.67, -2.35, -0.56], [-3.36, -2.16, 0.07], [-7.79, -2.26, -0.29], [-8.71, -2.30, -0.70], [-7.72, -2.10, 0.71], [-7.43, -1.38, -0.66], [-5.91, -2.83, -2.66], [-7.70, -3.48, -2.77], [-6.32, -4.47, -2.65], [-7.42, -4.29, -0.45], [-4.98, -4.28, -0.15], [-5.56, -3.21, 1.03], [-2.75, -3.05, -0.04], [-3.52, -1.84, 1.10], [-2.90, -1.29, -0.41], [0.18, -0.57, -0.78], [1.32, -0.55, 0.60], [1.54, -1.24, -1.78], [-0.90, -0.79, -2.21], [-1.13, 0.00, 0.28], [0.59, 1.11, -1.32], [-0.13, -2.21, -0.27]], "e_tot_ev": -168664.50156, "charge": 9, "spin_multiplicity": 1, "orbital_gap_ha": 0.268, "e_homo_ha": -0.865}



Entry 2:
{"formula": "C50H52MnN5S3", "method": "ωB97M-V/def2-TZVPD", "species": ["Mn", "S", "C", "N", "C", "C", "C", "C", "C", "C", "S", "H", "H", "H", "H", "C", "C", "C", "C", "C", "C", "C", "C", "C", "C", "C", "C", "N", "C", "C", "N", "C", "C", "C", "C", "C", "C", "C", "C", "C", "C", "C", "C", "C", "C", "C", "C", "C", "C", "C", "C", "C", "C", "H", "H", "H", "H", "H", "H", "H", "H", "H", "H", "H", "H", "H", "H", "H", "H", "H", "H", "H", "H", "H", "H", "H", "H", "H", "H", "H", "H", "H", "H", "H", "H", "H", "H", "H", "H", "H", "H", "H", "H", "N", "C", "S", "N", "C", "C", "C", "C", "C", "C", "H", "H", "H", "H", "H", "H", "H", "H"], "coordinates": [[0.51, -0.45, -0.51], [1.22, 0.48, 1.61], [3.34, -1.00, 0.40], [2.19, -1.76, -0.04], [2.22, -3.05, 0.32], [1.35, -4.04, -0.17], [1.47, -5.36, 0.27], [2.44, -5.73, 1.19], [3.33, -4.76, 1.66], [3.23, -3.46, 1.22], [4.25, -2.11, 1.63], [0.60, -3.79, -0.90], [0.79, -6.10, -0.13], [2.52, -6.76, 1.53], [4.11, -5.03, 2.36], [3.32, -2.46, -2.51], [4.22, -1.27, -2.19], [3.99, -0.18, -3.23], [4.33, -0.71, -0.75], [5.50, -0.08, -0.54], [6.00, 0.51, 0.67], [5.27, 1.02, 1.67], [3.83, 1.12, 1.77], [3.35, 2.23, 2.71], [3.20, 1.69, 4.13], [4.23, 3.48, 2.70], [2.94, 0.27, 1.20], [1.47, 0.93, -1.67], [1.03, 2.10, -1.71], [-0.37, 2.53, -1.23], [-1.14, 1.69, -0.65], [-2.39, 2.09, -0.12], [-3.54, 1.66, -0.79], [-4.78, 2.03, -0.28], [-4.88, 2.77, 0.88], [-3.72, 3.16, 1.55], [-2.46, 2.84, 1.07], [-1.24, 3.29, 1.84], [-1.12, 2.54, 3.17], [-1.25, 4.80, 2.09], [-3.43, 0.88, -2.08], [-4.37, -0.32, -2.12], [-3.67, 1.81, -3.28], [-0.53, 3.99, -1.54], [-1.55, 4.89, -1.41], [-1.32, 6.24, -1.81], [-0.10, 6.64, -2.30], [0.97, 5.72, -2.44], [2.28, 6.00, -2.93], [3.21, 5.00, -3.00], [2.92, 3.66, -2.63], [1.67, 3.37, -2.17], [0.72, 4.41, -2.07], [3.57, -2.80, -3.51], [2.26, -2.20, -2.48], [3.46, -3.30, -1.83], [5.24, -1.64, -2.37], [2.99, 0.24, -3.15], [4.13, -0.59, -4.23], [4.71, 0.64, -3.10], [6.20, -0.08, -1.37], [7.08, 0.60, 0.75], [5.82, 1.48, 2.48], [2.36, 2.53, 2.36], [4.17, 1.34, 4.51], [2.51, 0.85, 4.16], [2.84, 2.46, 4.81], [5.14, 3.36, 3.28], [3.68, 4.32, 3.14], [4.52, 3.76, 1.69], [-5.68, 1.72, -0.80], [-5.85, 3.05, 1.28], [-3.80, 3.74, 2.46], [-0.34, 3.05, 1.26], [-2.05, 2.64, 3.75], [-0.30, 2.95, 3.76], [-0.90, 1.49, 3.01], [-2.04, 5.09, 2.79], [-1.39, 5.37, 1.17], [-0.30, 5.10, 2.54], [-2.40, 0.51, -2.15], [-5.42, -0.02, -2.10], [-4.18, -0.98, -1.27], [-4.21, -0.89, -3.03], [-4.70, 2.18, -3.28], [-3.50, 1.28, -4.22], [-3.00, 2.67, -3.25], [-2.52, 4.61, -1.02], [-2.12, 6.96, -1.72], [0.05, 7.68, -2.58], [2.54, 7.01, -3.23], [4.21, 5.23, -3.36], [3.68, 2.89, -2.69], [-2.29, -0.55, 1.89], [-1.82, -1.73, 1.48], [-1.49, -2.01, -0.16], [-1.58, -2.64, 2.44], [-1.31, -4.03, 2.30], [-1.98, -4.82, 1.39], [-1.73, -6.18, 1.36], [-0.81, -6.75, 2.24], [-0.15, -5.95, 3.15], [-0.39, -4.59, 3.18], [-2.32, 0.22, 1.23], [-2.38, -0.32, 2.87], [-1.44, -2.28, 3.37], [-2.69, -4.38, 0.71], [-2.25, -6.80, 0.65], [-0.61, -7.81, 2.19], [0.59, -6.37, 3.82], [0.15, -3.95, 3.87]], "e_tot_ev": -123974.43905, "charge": -1, "spin_multiplicity": 6, "orbital_gap_ha": [0.191, 0.194], "e_homo_ha": [-0.116, -0.119]}



Strongest force on any atom for every record listed, in sequence, given in eV Å⁻¹: 3.83, 0.83.